6
Properties=species:S:1:pos:R:3:forces:R:3 method="wB97M-V/def2-TZVPD" smiles="NC=O" total_energy_ha=-169.8746 gap_ev=11.0
N 0.3773 -0.4384 -0.5738 -1.484 2.046 4.815
C -0.2785 0.4918 0.5735 1.654 -2.064 -5.201
O -0.6626 1.5754 0.2864 -0.062 0.089 0.657
H 0.5311 -1.3803 -0.2650 0.037 -0.179 -0.322
H 0.3501 -0.2266 -1.5452 -0.281 0.326 -0.341
H -0.3174 -0.0219 1.5241 0.137 -0.218 0.391